Record 1
{"formula": "C3H9BO3", "method": "ωB97M-V/def2-TZVPD", "symbols": ["B", "C", "C", "C", "O", "O", "O", "H", "H", "H", "H", "H", "H", "H", "H", "H"], "coordinates": [[1.02, -0.82, -1.14], [-1.80, 0.20, 0.17], [0.17, 0.16, 1.93], [-0.37, 0.55, 0.51], [1.71, -1.92, -0.96], [0.77, -0.28, -2.36], [0.17, 1.86, 0.25], [-1.85, -0.79, 0.70], [-1.97, 0.04, -0.97], [-2.57, 0.86, 0.56], [0.35, -0.85, 2.11], [-0.41, 0.44, 2.72], [1.16, 0.71, 1.96], [2.22, -2.10, -1.74], [1.37, -0.14, -3.04], [0.04, 2.08, -0.70]], "lowdin_charge": [-0.437, -0.087, -0.061, -0.378, 0.183, 0.154, -0.080, 0.090, 0.105, 0.068, 0.050, 0.034, 0.104, 0.092, 0.053, 0.108], "energy_ev": -10074.607, "multiplicity": 1, "orbital_gap_ev": 7.421, "largest_force_ha_per_bohr": 0.088, "total_charge": 0, "relative_energy_kcal_mol": 67.37, "lumo_ev": 0.11}

=====

Record 2
{"formula": "C18H30NO6S2", "method": "ωB97M-V/def2-TZVPD", "symbols": ["C", "C", "C", "C", "C", "C", "C", "C", "C", "C", "C", "C", "O", "C", "C", "O", "C", "C", "S", "O", "O", "N", "S", "O", "O", "C", "C", "H", "H", "H", "H", "H", "H", "H", "H", "H", "H", "H", "H", "H", "H", "H", "H", "H", "H", "H", "H", "H", "H", "H", "H", "H", "H", "H", "H", "H", "H"], "coordinates": [[4.75, -2.67, -0.90], [5.01, -1.16, -0.33], [6.12, -0.46, -1.37], [5.79, -1.28, 1.11], [3.71, -0.17, -0.34], [2.32, -0.82, 0.24], [2.46, -1.61, 1.67], [1.49, -1.74, -0.87], [1.30, 0.48, 0.54], [-0.05, 0.28, 1.51], [-1.12, 1.52, 1.80], [-0.93, 3.04, 1.14], [-1.87, 4.15, 1.33], [-3.21, 3.85, 0.78], [-3.21, 3.10, -0.68], [-3.50, 1.67, -0.46], [-3.94, 1.00, -1.69], [-5.29, 0.07, -1.42], [-4.92, -1.56, -0.56], [-5.87, -2.68, -1.13], [-3.48, -2.09, -0.76], [-5.30, -1.43, 1.15], [-7.01, -1.65, 1.44], [-7.93, -0.88, 0.42], [-7.41, -3.16, 1.57], [0.42, 3.22, 0.20], [1.50, 1.98, -0.10], [3.84, -3.22, -0.43], [5.70, -3.37, -0.80], [4.51, -2.54, -2.07], [7.04, -1.20, -1.45], [6.46, 0.61, -1.01], [5.60, -0.42, -2.44], [6.90, -1.63, 0.87], [5.87, -0.29, 1.73], [5.34, -2.17, 1.77], [3.56, 0.29, -1.42], [3.98, 0.76, 0.36], [3.20, -2.53, 1.57], [2.82, -0.89, 2.54], [1.41, -2.10, 1.97], [2.16, -1.95, -1.81], [1.12, -2.74, -0.33], [0.54, -1.16, -1.22], [-0.30, -0.75, 2.01], [-2.07, 1.33, 2.47], [-3.89, 3.22, 1.50], [-3.79, 4.88, 0.62], [-4.14, 3.54, -1.28], [-2.26, 3.31, -1.34], [-4.20, 1.72, -2.58], [-3.03, 0.32, -2.05], [-5.89, -0.18, -2.40], [-5.98, 0.69, -0.69], [-7.29, -1.05, 2.71], [0.57, 4.28, -0.29], [2.39, 2.24, -0.80]], "lowdin_charge": [-0.100, -0.519, -0.115, -0.109, -0.144, -0.432, -0.097, -0.061, -0.105, 0.016, 0.035, -0.169, -0.176, -0.153, -0.182, -0.224, -0.218, -0.210, 0.649, -0.461, -0.428, -0.425, 0.672, -0.516, -0.487, -0.003, -0.026, 0.074, 0.091, 0.094, 0.085, 0.091, 0.086, 0.085, 0.087, 0.082, 0.127, 0.130, 0.071, 0.105, 0.086, 0.070, 0.102, 0.089, 0.085, 0.100, 0.141, 0.137, 0.131, 0.138, 0.120, 0.137, 0.118, 0.111, 0.061, 0.085, 0.071], "energy_ev": -54582.331, "multiplicity": 1, "orbital_gap_ev": 7.540, "largest_force_ha_per_bohr": 0.138, "total_charge": -1, "lumo_ev": 2.08}

=====

Record 3
{"formula": "CN2O3", "method": "ωB97M-V/def2-TZVPD", "symbols": ["N", "N", "O", "O", "C", "O"], "coordinates": [[0.23, -2.03, -0.57], [-0.52, -1.33, -0.12], [-1.30, -0.56, 0.35], [-0.17, 2.11, 0.57], [0.53, 1.30, 0.11], [1.23, 0.50, -0.35]], "lowdin_charge": [0.260, -0.297, 0.082, 0.209, -0.418, 0.164], "energy_ev": -10158.475, "multiplicity": 1, "orbital_gap_ev": 12.715, "largest_force_ha_per_bohr": 0.026, "total_charge": 0, "relative_energy_kcal_mol": 3.45, "lumo_ev": 0.57}

=====

Record 4
{"formula": "C14H18N4O3S", "method": "ωB97M-V/def2-TZVPD", "symbols": ["C", "O", "C", "C", "N", "C", "C", "O", "C", "C", "C", "C", "C", "C", "N", "N", "C", "S", "C", "C", "N", "O", "H", "H", "H", "H", "H", "H", "H", "H", "H", "H", "H", "H", "H", "H", "H", "H", "H", "H"], "coordinates": [[-2.93, -2.80, 0.45], [-1.67, -2.27, 0.09], [-1.64, -1.80, -1.24], [-0.36, -0.98, -1.42], [-0.33, 0.07, -0.43], [0.30, 0.07, 0.78], [1.25, -1.00, 1.22], [2.29, -1.23, 0.29], [3.25, -0.26, 0.12], [4.25, -0.58, -0.80], [5.27, 0.32, -1.05], [5.30, 1.54, -0.40], [4.31, 1.85, 0.51], [3.28, 0.96, 0.77], [-0.06, 1.10, 1.48], [-0.96, 1.80, 0.76], [-1.12, 1.18, -0.38], [-2.21, 1.63, -1.66], [-3.58, 2.24, -0.61], [-3.99, 1.14, 0.34], [-3.59, 1.33, 1.61], [-4.64, 0.18, -0.01], [-3.72, -2.04, 0.34], [-3.18, -3.67, -0.16], [-2.85, -3.09, 1.50], [-1.64, -2.64, -1.95], [-2.52, -1.18, -1.44], [0.52, -1.60, -1.28], [-0.35, -0.53, -2.42], [1.64, -0.73, 2.21], [0.71, -1.95, 1.28], [4.21, -1.54, -1.30], [6.04, 0.06, -1.76], [6.10, 2.24, -0.59], [4.32, 2.80, 1.02], [2.51, 1.24, 1.48], [-3.25, 3.14, -0.10], [-4.38, 2.46, -1.31], [-3.75, 0.59, 2.27], [-2.82, 1.97, 1.81]], "lowdin_charge": [-0.091, -0.190, -0.206, -0.094, 0.011, -0.292, -0.109, -0.053, -0.258, -0.014, -0.089, -0.103, -0.080, -0.016, 0.080, 0.009, -0.619, 0.993, -0.350, -0.628, 0.174, 0.031, 0.072, 0.091, 0.091, 0.133, 0.099, 0.130, 0.128, 0.139, 0.134, 0.115, 0.103, 0.098, 0.105, 0.096, 0.077, 0.086, 0.117, 0.080], "energy_ev": -37747.996, "multiplicity": 1, "orbital_gap_ev": 9.352, "largest_force_ha_per_bohr": 0.022, "total_charge": 0, "relative_energy_kcal_mol": 8.70, "lumo_ev": 0.63}